Record 1
105
Properties=species:S:1:pos:R:3 method="wB97M-V/def2-TZVPD" homo_lumo_gap_ev=7.76 charge=+1 e_tot_ev=-63211.135 homo_ev=-10.91 max_force_ev_per_a=3.51
I -0.2510 1.3344 0.7924
O -5.4334 4.2631 2.6104
O -2.4184 -0.5910 -7.2931
O 4.0238 2.2647 6.8178
O 0.1206 4.1163 3.5360
O 4.5829 -4.2518 -4.9698
O 0.3452 -3.1193 -3.9550
O -3.3530 -4.4627 0.5407
O -4.2732 -0.9689 2.1584
O 1.0153 -0.9390 2.1663
N -2.1758 -1.8289 1.6240
C -0.9032 -3.5315 -5.9274
C -3.6592 5.6294 3.3815
C 6.3473 -3.0279 -3.9786
C 5.6751 0.5700 6.8293
C 6.3344 1.9009 7.1812
C -1.3391 -0.9537 2.5805
C 1.9277 5.4451 4.2889
C -0.9000 -2.5747 -0.5025
C 0.5310 -4.0086 -6.1443
C 2.4559 4.0632 3.9121
C 1.2757 -3.2722 -5.0434
C 5.3004 2.8980 6.6795
C -0.9719 -3.4503 -4.4123
C -5.5190 -0.3750 1.7460
C -2.6040 -3.0592 2.4129
C 5.5440 -5.1933 -4.4813
C -3.6790 -3.8497 1.6772
C -3.7387 -0.0427 -7.2582
C -3.3520 -0.9979 1.1368
C 4.2076 0.8738 7.0970
C 6.8499 -4.4285 -4.3181
C 5.1066 -2.9258 -4.8547
C -1.3959 -2.1713 0.5039
C -4.3648 3.4087 3.0055
C 1.1805 3.2375 3.9187
C -0.0345 -0.4374 1.9764
C -3.1026 4.2576 3.0128
C -1.4603 0.4649 -7.4116
C 0.5872 5.4716 3.5671
C -3.4989 -5.4100 1.8089
C -2.2471 1.7220 -7.7551
C -3.5755 1.4570 -7.0515
C -4.9942 5.6269 2.6451
H -0.6278 -2.8979 -1.4897
H -5.4255 0.7114 1.7757
H 5.8279 0.3447 5.7714
H -5.7554 6.2335 3.1347
H 7.4982 -4.8598 -3.5573
H -3.8209 5.6900 4.4600
H 3.5308 0.2913 6.4697
H -4.5855 3.0159 4.0054
H -3.7031 -1.4228 0.1914
H -4.3048 -0.5248 -6.4598
H 3.2081 3.6760 4.5973
H -1.0675 -1.5674 3.4378
H 5.2994 3.8308 7.2439
H 0.9204 -3.7856 -7.1357
H 1.7766 5.5045 5.3687
H 7.3978 -4.4107 -5.2625
H -1.6553 -4.1968 -6.3482
H -4.7013 -3.4784 1.7318
H 0.6977 5.8256 2.5366
H 5.6208 -6.0216 -5.1858
H 7.3123 2.0416 6.7242
H -2.4020 1.7874 -8.8338
H -4.8784 5.9801 1.6154
H -3.4871 1.6854 -5.9865
H -6.2799 -0.6975 2.4480
H -1.7645 -3.7300 2.5540
H -1.2486 -4.4178 -3.9753
H -4.4086 2.0306 -7.4542
H -1.7495 2.6333 -7.4275
H 6.0704 -2.9753 -2.9231
H -2.3460 3.8913 3.7018
H -0.9386 0.5722 -6.4535
H 6.4484 1.9880 8.2636
H 6.0444 -0.2714 7.4130
H 1.5846 -2.2743 -5.3725
H -2.9530 0.0005 0.9247
H 5.1909 -5.5857 -3.5216
H -1.9549 -0.1348 2.9445
H 2.5823 6.2623 3.9914
H -0.7288 0.1987 -8.1750
H -5.7846 -0.6881 0.7347
H 5.3578 -2.5624 -5.8567
H -3.5328 -6.3227 1.2088
H 7.0709 -2.2398 -4.1801
H -0.1560 6.0928 4.0684
H -1.6781 -2.6934 -4.0601
H 0.9661 2.8513 4.9213
H 1.2147 2.3977 3.2233
H -3.0523 -2.7106 3.3400
H 0.5983 -5.0873 -5.9865
H -1.0449 -2.5422 -6.3652
H 3.9505 0.6927 8.1458
H -4.6041 -5.4882 2.0333
H -4.2314 -0.2597 -8.2112
H 2.8855 4.0890 2.9074
H -3.0175 6.4580 3.0869
H -2.6624 4.2860 2.0130
H 2.1552 -3.8107 -4.6942
H 5.4596 3.1328 5.6207
H 4.3398 -2.2739 -4.4329
H -4.3034 2.5663 2.3084

---

Record 2
10
Properties=species:S:1:pos:R:3 method="wB97M-V/def2-TZVPD" homo_lumo_gap_ev="8.01 / 8.01" e_tot_ev=-15893.207 homo_ev="-9.03 / -9.03" max_force_ev_per_a=3.63
P 2.0630 -0.2498 -0.0673
N -2.4030 -0.4450 -0.1419
N -0.3089 -1.6015 0.4072
N -1.7763 0.4864 -0.3475
C -0.4756 0.6395 -0.4319
C 0.2898 -0.5159 0.0743
H 2.0667 0.3071 1.1861
H 2.0588 1.0135 -0.7215
H -1.6058 -1.2125 0.4874
H 0.0912 1.5782 -0.4449

---

Record 3
12
Properties=species:S:1:pos:R:3 method="wB97M-V/def2-TZVPD" homo_lumo_gap_ev="7.75 / 6.40" e_tot_ev=-23344.119 homo_ev="-8.16 / -7.33" max_force_ev_per_a=2.98
S -1.0438 -0.4907 0.0574
P -3.9287 0.4264 -0.0995
C 1.5391 0.4467 0.1244
C 0.5344 -0.2853 -0.5149
C 2.8219 0.2091 0.0252
H 1.1719 1.0695 0.9060
H 3.5151 0.9127 0.4548
H 3.1264 -0.1987 -0.8720
H -3.6064 -0.6472 1.0151
H 0.8226 -1.0505 -1.2142
H -0.9684 0.2242 1.1658
H -3.9841 -0.6161 -1.0480